{
  "formula": "C46H65FIrN4O5PSb2Si",
  "method": "the ωB97M-V functional and the def2-TZVPD basis",
  "homo_lumo_gap_ev": [3.69, 3.77],
  "total_charge": 1,
  "molar_mass_g_mol": 1267.84,
  "spin_multiplicity": 2,
  "s_squared": 0.791,
  "e_above_lowest_kcal_mol": 11.3,
  "elements": ["Ir", "C", "Sb", "C", "C", "C", "C", "C", "C", "C", "C", "C", "Sb", "C", "C", "H", "H", "H", "H", "H", "H", "H", "H", "H", "H", "H", "H", "H", "H", "H", "H", "H", "H", "H", "H", "O", "C", "C", "C", "C", "C", "C", "C", "O", "N", "O", "O", "H", "H", "H", "H", "O", "P", "N", "C", "C", "C", "C", "N", "C", "C", "C", "C", "N", "C", "C", "C", "C", "H", "H", "H", "H", "H", "H", "H", "H", "H", "H", "H", "H", "H", "H", "H", "H", "H", "H", "H", "H", "H", "H", "H", "H", "F", "C", "C", "C", "C", "C", "C", "C", "H", "H", "H", "H", "H", "H", "C", "Si", "C", "C", "C", "C", "C", "C", "C", "H", "H", "H", "H", "H", "H", "H", "H", "H", "H", "H"],
  "coordinates": [[0.948854, -0.410352, 0.758880], [-3.278072, -1.432029, 2.106550], [-1.908207, -1.494500, 0.450735], [-3.463957, -0.900559, -0.943004], [-2.171413, -3.675973, -0.021121], [-2.713093, -4.401455, 1.135114], [-4.092797, -4.550832, 1.286564], [-4.633632, -5.192504, 2.384293], [-3.794535, -5.671805, 3.378917], [-2.425542, -5.545857, 3.240252], [-1.863077, -4.945014, 2.116687], [-0.393519, -4.951144, 1.967317], [0.605603, -3.006868, 2.341389], [2.421288, -4.058068, 2.876966], [-0.181936, -2.829079, 4.342778], [-4.180647, -1.963360, 1.819397], [-3.514399, -0.396854, 2.331152], [-2.848929, -1.906931, 2.981047], [-4.358323, -1.478268, -0.730531], [-3.161771, -1.071241, -1.968390], [-3.675628, 0.150459, -0.809315], [-1.200163, -4.055195, -0.332246], [-2.859530, -3.685433, -0.861588], [-4.749261, -4.174265, 0.513199], [-5.702358, -5.320308, 2.468722], [-4.204031, -6.153814, 4.252172], [-1.771029, -5.944263, 4.004261], [-0.083012, -5.270519, 0.973392], [0.064643, -5.612208, 2.701670], [2.316873, -4.489374, 3.865490], [3.275524, -3.396062, 2.855631], [2.572072, -4.853715, 2.154732], [0.006265, -3.755034, 4.880161], [-1.249962, -2.642335, 4.306042], [0.306453, -2.002032, 4.844946], [1.819615, 1.541954, 1.532073], [1.773268, 1.965555, 2.702469], [0.665447, 1.890918, 3.598719], [0.610075, 2.831505, 4.628852], [-0.504536, 2.939033, 5.434310], [-1.575830, 2.049862, 5.270717], [-1.511373, 1.074500, 4.311607], [-0.402864, 0.940507, 3.436149], [-0.377124, -0.038635, 2.603570], [-0.576767, 3.984176, 6.410560], [-1.581011, 4.045355, 7.089781], [0.362509, 4.752156, 6.481437], [2.643486, 2.522348, 3.073223], [1.433531, 3.512812, 4.770425], [-2.439734, 2.144240, 5.912588], [-2.313915, 0.362113, 4.201075], [-0.277523, 0.919481, -0.826765], [-0.711135, 2.034109, -1.710938], [-0.730932, 1.582995, -3.299621], [-0.477280, 2.377040, -4.496333], [-0.710135, 1.418972, -5.670478], [-0.600913, 0.032531, -5.038167], [-1.219624, 0.264756, -3.666831], [0.294229, 3.358488, -1.597617], [-0.036714, 4.629697, -2.240722], [0.826203, 5.659574, -1.520231], [0.841125, 5.126333, -0.093402], [0.956393, 3.621475, -0.313090], [-2.283527, 2.478970, -1.314684], [-3.404311, 2.685607, -2.216925], [-4.415579, 3.445429, -1.364793], [-4.207062, 2.822510, 0.014701], [-2.691576, 2.631600, 0.073620], [0.556466, 2.731937, -4.485295], [-1.149549, 3.237365, -4.559711], [0.013254, 1.577897, -6.466227], [-1.709821, 1.559235, -6.080496], [0.444806, -0.256682, -4.933534], [-1.127431, -0.731603, -5.605568], [-0.898351, -0.461305, -2.917541], [-2.315525, 0.252982, -3.745767], [-1.100170, 4.869251, -2.117673], [0.193673, 4.584988, -3.303208], [0.423344, 6.665893, -1.603916], [1.835153, 5.650051, -1.930115], [-0.094272, 5.376468, 0.409263], [1.666196, 5.514679, 0.496713], [0.491667, 3.047310, 0.485345], [2.004339, 3.312981, -0.383800], [-3.834061, 1.725130, -2.533224], [-3.097356, 3.235094, -3.107617], [-5.432304, 3.332632, -1.733596], [-4.164405, 4.505411, -1.339612], [-4.722290, 1.862723, 0.066630], [-4.574305, 3.450917, 0.821495], [-2.391787, 1.754460, 0.657101], [-2.206529, 3.509651, 0.517338], [2.300182, -4.205809, -6.834300], [1.967884, -3.656707, -5.657756], [0.870049, -4.158426, -4.961346], [0.535731, -3.601011, -3.755877], [1.281523, -2.521278, -3.200798], [0.923238, -1.973608, -1.986419], [2.400589, -2.051222, -3.945677], [2.735696, -2.609400, -5.151904], [0.305341, -4.981635, -5.370521], [-0.306709, -3.985202, -3.199667], [0.069864, -2.365271, -1.457190], [1.459514, -1.137544, -1.547911], [2.997317, -1.254802, -3.530053], [3.590243, -2.260986, -5.709403], [3.895815, -0.604357, 2.765785], [3.400171, -0.609335, 0.890143], [4.052213, -2.226457, 0.039457], [4.363746, 0.830208, 0.063626], [5.473564, 1.399404, 0.685815], [6.164973, 2.445068, 0.098413], [5.756261, 2.948921, -1.124187], [4.648133, 2.402601, -1.751277], [3.961483, 1.356003, -1.162132], [4.817387, -1.152670, 2.932740], [3.127895, -1.037230, 3.402021], [4.052678, 0.412303, 3.109949], [4.969884, -2.544499, 0.524028], [4.283348, -2.037872, -1.005149], [3.350022, -3.053758, 0.081425], [5.811370, 1.021420, 1.639380], [7.021400, 2.871371, 0.599403], [6.291830, 3.765704, -1.584289], [4.313906, 2.798639, -2.698584], [3.087549, 0.948801, -1.652265]],
  "forces_ev_per_angstrom": [[0.809, -1.271, 1.894], [0.224, -0.110, -0.207], [-0.935, -0.212, -0.521], [0.255, -0.167, 0.223], [0.249, 0.825, -0.148], [-0.136, -0.508, 0.483], [0.138, -0.063, -0.048], [0.038, 0.007, 0.118], [-0.090, 0.036, 0.039], [-0.034, 0.042, -0.045], [-0.491, -0.039, -0.018], [0.365, 0.657, -0.234], [0.811, -0.171, 0.012], [-0.217, 0.364, -0.264], [0.084, 0.288, -0.477], [-0.059, -0.021, -0.014], [0.054, 0.153, -0.018], [0.050, -0.034, 0.125], [-0.112, -0.095, 0.058], [0.104, -0.038, -0.199], [-0.009, 0.255, 0.008], [0.055, -0.034, -0.116], [-0.029, -0.023, -0.129], [-0.044, 0.054, -0.084], [-0.085, 0.026, 0.002], [-0.061, -0.077, 0.092], [0.040, -0.062, 0.039], [0.087, -0.030, -0.034], [0.095, 0.074, 0.017], [-0.109, -0.029, 0.168], [0.192, 0.121, 0.018], [0.024, -0.096, -0.125], [0.080, -0.106, -0.104], [-0.079, 0.031, -0.014], [0.054, 0.132, 0.071], [0.170, -0.107, 0.608], [-0.151, -0.097, -0.731], [-0.387, -0.489, -0.018], [-0.271, 0.169, 0.260], [0.451, -0.652, -0.881], [0.023, -0.138, -0.162], [-0.180, 0.117, 0.235], [0.253, -0.209, -0.203], [0.191, 0.355, 0.056], [0.016, 0.316, 0.216], [-0.135, 0.092, 0.217], [0.110, 0.186, 0.167], [0.064, 0.164, -0.114], [0.085, 0.153, 0.046], [0.001, -0.004, 0.023], [-0.094, -0.053, -0.002], [0.498, -0.119, 0.102], [-0.643, 0.974, -0.403], [-0.116, 0.038, 0.455], [0.240, 0.431, -0.145], [0.033, -0.106, 0.080], [-0.153, 0.107, 0.030], [-0.122, -0.279, -0.025], [-0.441, -0.594, -0.218], [-0.125, 0.230, -0.371], [-0.105, -0.063, 0.075], [-0.003, -0.089, -0.171], [0.387, -0.155, 0.471], [0.978, -0.383, -0.412], [-0.154, -0.066, -0.405], [0.053, -0.116, -0.018], [0.052, 0.103, -0.092], [0.175, 0.031, 0.530], [-0.065, 0.107, -0.010], [0.114, 0.033, -0.045], [-0.034, 0.042, -0.069], [-0.019, 0.014, -0.034], [0.077, -0.043, 0.023], [0.019, -0.078, -0.039], [-0.165, -0.055, -0.015], [0.027, -0.135, 0.075], [-0.052, 0.011, -0.034], [-0.098, 0.137, -0.028], [0.004, 0.042, -0.047], [0.075, 0.025, -0.058], [-0.048, -0.007, 0.047], [0.035, 0.027, 0.091], [0.053, 0.033, -0.010], [-0.078, 0.019, 0.132], [-0.014, 0.067, -0.094], [-0.073, 0.014, -0.046], [-0.033, 0.049, -0.031], [0.000, 0.077, -0.024], [-0.003, -0.036, 0.046], [-0.019, -0.014, 0.078], [-0.029, 0.060, 0.094], [-0.034, -0.030, 0.097], [-0.237, 0.424, 0.858], [0.081, -0.132, -0.209], [-0.141, -0.160, -0.145], [0.084, 0.090, 0.128], [0.398, -0.552, -0.383], [-0.134, 0.257, -0.015], [-0.148, -0.069, 0.165], [0.194, 0.051, -0.180], [-0.021, -0.052, -0.088], [-0.107, -0.056, 0.034], [-0.118, 0.063, 0.133], [-0.182, 0.230, -0.128], [0.117, 0.158, 0.021], [0.078, 0.024, -0.090], [-0.285, -0.035, -0.879], [-0.435, -0.365, 0.301], [-0.443, 0.655, 0.403], [-0.559, -0.492, 0.364], [-0.088, -0.134, -0.020], [0.104, 0.089, 0.000], [-0.022, 0.038, -0.008], [-0.045, 0.036, -0.140], [0.081, -0.115, 0.122], [0.224, -0.128, 0.009], [-0.143, -0.112, 0.003], [0.047, 0.232, 0.023], [0.247, -0.029, 0.091], [0.030, 0.100, -0.203], [-0.171, -0.114, 0.086], [0.043, -0.036, 0.133], [0.092, 0.030, 0.034], [0.049, 0.071, -0.030], [-0.028, 0.058, -0.127], [-0.220, -0.006, -0.128]],
  "mulliken_charge": [2.892, -1.262, -1.288, -0.937, -1.472, 0.635, -0.591, -0.688, -0.750, -0.853, 1.016, -1.956, 0.581, -1.392, -1.361, 0.600, 0.541, 0.131, 0.757, 0.399, -0.225, 0.214, 0.933, 0.432, 0.423, 0.424, 0.385, 0.647, 0.800, 0.514, 0.279, 0.456, 0.516, 0.275, 0.430, -0.835, -1.455, 1.235, -0.447, -0.902, -0.335, -0.751, -0.383, 0.010, 1.052, -0.639, -0.633, 0.342, 0.646, 0.568, 0.304, 1.795, -2.293, 0.884, -0.598, -0.985, -0.434, 0.958, 0.252, -0.416, -0.837, -0.810, 0.993, 0.833, -0.350, -0.814, -0.682, -0.072, 0.354, 0.335, 0.432, 0.334, 0.001, 0.450, -0.936, 0.087, 0.213, 0.184, 0.424, 0.313, 0.320, 0.433, -0.769, -0.241, 0.218, 0.292, 0.414, 0.339, 0.196, 0.491, -0.258, 0.292, -0.289, 0.302, -0.673, -0.536, 0.706, 0.893, -0.155, -0.597, 0.499, 0.483, -0.556, -1.057, 0.577, 0.512, -1.658, 1.056, -1.319, 0.561, -0.486, -0.701, -0.714, -0.657, -0.123, 0.530, 0.283, 0.502, 0.479, 0.369, 0.146, 0.361, 0.444, 0.409, 0.508, 0.279]
}